# 1
Computed, not measured: a cluster of 6 separate species, C16H45ClN3O9 in total at a distorted geometry, with wB97M-V/def2-TZVPD.

XYZ file:
```
74
Properties=species:S:1:pos:R:3:lowdin_spin:R:1
Cl -0.1325 1.5213 0.7813 0.000
O -0.6475 0.2240 0.7027 0.000
O 1.2510 1.3287 1.1150 0.000
O -0.2774 2.1554 -0.5417 0.000
O -0.8148 2.2522 1.8265 0.000
C -2.4114 -2.4674 2.8792 0.028
C -1.7931 -3.5081 1.9324 0.028
C -2.1378 -3.3133 0.4902 0.005
O -1.2175 -4.0201 -0.4190 0.000
C -1.8090 -3.9891 -1.7438 0.000
N -0.3405 -3.4693 2.2237 0.384
H -2.1661 -2.6534 3.9248 0.000
H -3.4946 -2.3607 2.8205 0.007
H -2.0572 -1.4510 2.7074 0.000
H -2.0901 -4.5262 2.1841 -0.001
H -2.0291 -2.2576 0.2415 0.000
H -3.1910 -3.4910 0.2730 0.000
H -1.2244 -4.5858 -2.4439 0.000
H -1.9787 -2.9596 -2.0591 0.000
H -2.7735 -4.4968 -1.7548 0.000
H -0.4291 -3.9339 3.1161 0.013
H -0.1601 -2.5224 2.5252 0.003
C -0.9873 2.5793 -4.9658 0.000
C -2.0019 3.1452 -3.8512 0.000
C -1.4682 4.2676 -2.9262 0.000
O -2.4951 4.8151 -2.0953 0.000
C -2.0297 5.6168 -1.0474 0.000
N -3.2404 3.6329 -4.4223 0.000
H -0.1116 2.0612 -4.5748 0.000
H -0.6337 3.3014 -5.7018 0.000
H -1.5104 1.7878 -5.5025 0.000
H -2.3075 2.2822 -3.2596 0.000
H -1.0514 5.0985 -3.4954 0.000
H -0.5604 3.8259 -2.5151 0.000
H -1.3651 5.1558 -0.3167 0.000
H -2.7528 5.7736 -0.2469 0.000
H -1.7388 6.6115 -1.3851 0.000
H -2.8357 4.0438 -5.2514 0.000
H -3.6262 2.9370 -5.0444 0.000
C 1.7196 -1.0914 -2.0298 0.035
C 1.0183 -2.3291 -1.5808 0.034
C 1.6077 -3.6614 -2.1673 0.004
O 1.2175 -4.7530 -1.3426 0.008
C 1.3442 -6.0892 -1.9393 0.001
N 1.2183 -2.4296 -0.1181 0.421
H 1.3022 -0.1513 -1.6691 0.000
H 1.6406 -0.9797 -3.1112 0.010
H 2.7925 -1.1648 -1.8517 0.000
H -0.0315 -2.2791 -1.8700 0.000
H 2.6896 -3.5787 -2.2715 0.000
H 1.2049 -3.8642 -3.1596 0.000
H 1.2286 -6.8832 -1.2015 0.000
H 2.3506 -6.2397 -2.3299 0.000
H 0.5612 -6.4244 -2.6194 0.000
H 2.1289 -2.0065 -0.0087 0.012
H 0.6848 -1.6155 0.1515 0.005
C 2.5602 4.7537 2.2438 0.000
C 3.9403 4.0574 2.2350 0.000
O 4.8343 5.0041 2.6514 0.000
H 2.1987 5.2130 3.1639 0.000
H 1.7989 4.1021 1.8148 0.000
H 2.6376 5.5419 1.4950 0.000
H 4.2398 3.8033 1.2182 0.000
H 4.0084 3.1862 2.8865 0.000
H 4.4198 5.5575 3.3175 0.000
C 1.4624 -0.2620 5.5283 0.000
C 0.2216 -0.6882 4.7613 0.000
O 0.6380 -1.1810 3.4963 0.003
H 1.7914 0.6583 5.0458 0.000
H 2.1753 -1.0792 5.6382 0.000
H 1.1546 -0.0081 6.5427 0.000
H -0.4190 0.1726 4.5696 0.000
H -0.4391 -1.3275 5.3469 0.000
H 0.7390 -0.3750 2.9847 0.000
```

Calculated values
HOMO (spin up / spin down) (eV): -8.94 / -8.94
Spin multiplicity: 2

***

# 2
Computed, not measured: a structure of composition C16H45CrN9O3P2, with wB97M-V/def2-TZVPD.

XYZ file:
```
76
Properties=species:S:1:pos:R:3:lowdin_spin:R:1
Cr 1.0645 0.0680 -0.3230 3.751
N 1.3627 2.3580 0.2413 0.034
C 2.6438 2.8201 0.8064 0.004
C 3.7962 2.0155 0.2325 0.001
N 3.7079 0.6078 0.6202 0.026
C 4.3301 -0.2945 -0.3382 0.002
C 3.7830 -1.7081 -0.1970 0.004
N 2.2967 -1.6984 -0.0789 0.011
C 4.2173 0.3917 1.9855 0.002
C 3.3834 -0.5255 2.8702 0.000
N 2.0035 -0.0489 2.9600 0.008
H 1.2292 2.7635 -0.6812 0.002
H 0.5906 2.7142 0.7946 0.002
H 2.6042 2.6953 1.8893 0.000
H 2.8121 3.8837 0.6208 0.001
H 4.7505 2.4656 0.5365 0.000
H 3.7597 2.0797 -0.8574 0.000
H 5.4244 -0.3276 -0.2400 0.000
H 4.1155 0.0725 -1.3412 0.001
H 4.2160 -2.2077 0.6696 0.000
H 4.0634 -2.3023 -1.0657 0.000
H 2.0273 -1.8787 0.8869 0.004
H 1.9283 -2.4874 -0.6010 0.004
H 4.2994 1.3610 2.4828 0.000
H 5.2411 -0.0013 1.9433 0.001
H 3.8851 -0.5912 3.8420 0.000
H 3.3753 -1.5462 2.4793 0.000
H 1.9928 0.8238 3.4814 0.000
H 1.4457 -0.6968 3.5068 0.000
C -3.6040 -2.7311 2.0577 0.000
N -2.2425 -2.4500 1.5748 0.000
C -1.6811 -3.5345 0.7570 0.000
P -1.7088 -0.9428 1.2596 0.005
O -0.2602 -0.9696 0.8945 0.030
O -2.5839 -0.3942 -0.0099 0.002
P -2.0631 0.3671 -1.3591 0.006
O -0.7059 0.9135 -1.0612 0.032
N -2.0853 -0.7661 -2.5487 0.001
C -3.3118 -1.5204 -2.8570 0.001
C -0.9303 -1.6662 -2.6470 0.013
N -3.0984 1.5830 -1.6758 0.001
C -3.0165 2.7275 -0.7526 0.000
C -4.4134 1.4574 -2.3191 0.000
N -2.0439 0.0972 2.4796 0.001
C -1.1607 1.2585 2.6244 0.001
C -3.4337 0.4463 2.8119 0.000
H -3.7783 -3.7998 1.9641 0.000
H -4.3697 -2.2123 1.4759 0.000
H -3.7007 -2.4853 3.1116 0.000
H -1.6593 -4.4422 1.3577 0.000
H -0.6633 -3.2933 0.4629 0.000
H -2.2871 -3.7206 -0.1354 0.000
H -4.1777 -0.8819 -2.9493 0.000
H -3.5083 -2.2785 -2.0916 0.000
H -3.1670 -2.0220 -3.8128 0.000
H -0.0744 -1.2968 -2.0868 0.009
H -0.6492 -1.7867 -3.6931 0.000
H -1.1850 -2.6483 -2.2363 0.000
H -2.0073 2.8162 -0.3592 0.000
H -3.7260 2.6262 0.0736 0.000
H -3.2486 3.6348 -1.3074 0.000
H -4.3032 1.1915 -3.3676 0.000
H -4.8921 2.4326 -2.2832 0.000
H -5.0674 0.7461 -1.8103 0.000
H -0.1548 1.0004 2.3034 0.001
H -1.1348 1.5427 3.6767 0.000
H -1.5349 2.1112 2.0451 0.000
H -4.0384 -0.4299 3.0025 0.000
H -3.8964 1.0393 2.0168 0.000
H -3.4212 1.0395 3.7241 0.000
C 2.5654 1.1855 -4.7051 0.004
C 2.1972 0.8537 -3.3421 0.023
N 1.9125 0.5920 -2.2656 0.010
H 1.7326 0.9491 -5.3661 0.001
H 3.4416 0.6061 -4.9923 0.001
H 2.7900 2.2496 -4.7650 0.001
```

Calculated values
Charge: +2
HOMO (spin up / spin down) (eV): -13.49 / -14.14
Energy relative to the best compared isomer or geometry (same formula, charge and spin) (kJ/mol): 19.5
Spin multiplicity: 5

***

# 3
Computed, not measured: a structure of composition C16H45N4O5Sr2 at a distorted geometry, with wB97M-V/def2-TZVPD.

XYZ file:
```
72
Properties=species:S:1:pos:R:3:lowdin_charge:R:1
Sr -8.4867 0.8519 5.1986 1.641
Sr -10.7535 -1.8619 9.5141 1.573
O -8.3003 -3.2920 6.2188 -0.489
H -7.8871 -4.1751 6.1561 -0.076
C -12.1666 -7.5124 7.2284 -0.067
C -13.4069 -6.7076 6.8883 -0.441
C -14.5419 -7.5301 6.2750 -0.192
O -14.0124 -7.7729 4.9982 -0.183
C -14.9009 -8.4083 4.2315 -0.158
N -13.8650 -6.0180 8.1086 0.020
H -12.3071 -8.5260 7.6041 0.087
H -11.3072 -7.0878 7.7474 0.069
H -11.7872 -7.7083 6.2255 0.074
H -13.0863 -5.9601 6.1626 0.133
H -15.3733 -6.8459 6.1055 0.127
H -14.9197 -8.4050 6.8041 0.140
H -14.4026 -9.1753 3.6387 0.095
H -15.4203 -7.7037 3.5820 0.104
H -15.4887 -9.1346 4.7928 0.097
H -14.5996 -5.3874 7.8206 0.057
H -14.1654 -6.8026 8.6691 0.076
C -9.8828 -13.8970 5.0588 -0.044
C -9.4179 -13.8801 3.5596 -0.433
C -9.0672 -12.5316 2.9301 -0.172
O -7.9821 -11.9205 3.6732 -0.192
C -7.8085 -10.5541 3.3394 -0.100
N -8.3226 -14.7612 3.5465 0.092
H -10.1787 -14.8700 5.4508 0.082
H -10.8969 -13.5058 4.9771 0.063
H -9.4336 -13.2390 5.8027 0.078
H -10.2366 -14.2265 2.9288 0.143
H -9.9936 -11.9588 2.9740 0.123
H -8.7829 -12.7617 1.9033 0.129
H -8.7890 -10.0869 3.2482 0.080
H -7.2169 -10.5586 2.4239 0.093
H -7.3026 -10.0313 4.1511 0.085
H -7.9333 -14.7401 2.6148 0.093
H -7.6470 -14.2720 4.1160 0.093
C -7.7460 -1.0101 -1.4472 -0.050
C -7.4310 -0.9624 0.0872 -0.451
C -5.9812 -0.9639 0.4612 -0.160
O -5.8281 -0.7425 1.9046 -0.248
C -4.5655 -1.0931 2.5324 -0.077
N -8.2029 0.1854 0.5279 0.023
H -8.7706 -1.2876 -1.6949 0.088
H -7.2504 -1.9403 -1.7252 0.080
H -7.3193 -0.1690 -1.9936 0.093
H -7.9560 -1.8542 0.4295 0.135
H -5.6266 -0.0431 -0.0021 0.132
H -5.5131 -1.8525 0.0377 0.141
H -4.3763 -2.1650 2.4750 0.088
H -4.5323 -0.7530 3.5674 0.074
H -3.8141 -0.6615 1.8712 0.091
H -7.7483 1.0452 0.2557 0.073
H -9.0013 0.1636 -0.0903 0.065
C -3.0776 -4.0850 12.9327 -0.042
C -3.5142 -3.2438 11.6312 -0.377
C -3.1790 -4.0628 10.3628 -0.179
O -1.8084 -4.5848 10.5151 -0.200
C -1.3151 -5.4129 9.5069 -0.120
N -4.9416 -2.8739 11.8293 0.007
H -3.1038 -3.5395 13.8760 0.069
H -2.1062 -4.5764 12.8787 0.070
H -3.7132 -4.9559 13.0924 0.074
H -2.8783 -2.3694 11.4926 0.125
H -3.3667 -3.5339 9.4284 0.109
H -3.9089 -4.8687 10.2873 0.113
H -1.0457 -6.4336 9.7784 0.094
H -0.5428 -4.8265 9.0092 0.091
H -2.0446 -5.5493 8.7087 0.074
H -5.0210 -2.5162 12.7705 0.057
H -5.1701 -2.0228 11.3357 0.040
```

Calculated values
Charge: +3
HOMO (eV): -13.00
Energy relative to the best compared isomer or geometry (same formula, charge and spin) (kJ/mol): 1124.3

***

no.,calculated total energy (Eh)
1,-1937.65366
2,-3082.11453
3,-1291.85528